# 1
22
Properties=species:S:1:pos:R:3:mulliken_charge:R:1 method="wB97M-V/def2-TZVPD" e_above_lowest_kcal_mol=71.7 charge=0 total_energy_ev=-13026.12297
C -0.99622 1.52526 0.23576 0.394
C -2.37179 1.76696 0.79189 -1.106
C -1.11439 -0.83105 0.89848 0.071
O -1.91074 -1.26272 -0.15143 -0.481
O -0.77622 1.37105 -0.97760 -0.652
O -1.26590 -1.31256 1.98847 -0.575
H -1.72660 -0.67794 -0.90507 0.416
H 0.86696 0.36199 -1.08301 0.432
H -0.17735 1.81681 0.91645 0.237
H -3.12894 1.25054 0.20489 0.279
H -2.56879 2.84265 0.74925 0.382
H -2.43160 1.44802 1.83325 0.353
C 2.42389 -0.02786 0.23723 -0.903
C 1.37170 -1.64299 -1.30664 -0.959
N 1.21481 -0.42008 -0.50204 -0.081
H 0.22341 -0.55569 0.27457 0.161
H 1.60114 -2.47278 -0.63847 0.368
H 2.23966 0.91906 0.74073 0.262
H 2.65134 -0.79834 0.97385 0.351
H 3.27822 0.09065 -0.43356 0.361
H 2.16993 -1.53415 -2.04378 0.393
H 0.42750 -1.85683 -1.80322 0.298

=====

# 2
11
Properties=species:S:1:pos:R:3:mulliken_charge:R:1 method="wB97M-V/def2-TZVPD" e_above_lowest_kcal_mol=88.0 charge=0 total_energy_ev=-10351.39558
C 0.73575 -0.43657 -0.84507 -0.443
C 0.12525 -1.16478 0.22354 0.446
C -1.20998 0.11837 0.76231 0.007
C 0.43918 1.02485 -0.19948 -0.026
O 0.34091 -1.92248 1.09434 -0.419
O -2.18701 0.31353 0.08562 -0.451
O 1.17681 1.48284 0.67206 -0.499
H -1.20179 0.11899 1.87308 0.382
H -0.13245 1.63448 -0.91753 0.391
H 0.12263 -0.49500 -1.74509 0.280
H 1.79071 -0.67423 -1.00379 0.332

=====

# 3
244
Properties=species:S:1:pos:R:3:mulliken_charge:R:1 method="wB97M-V/def2-TZVPD" e_above_lowest_kcal_mol=41.7 charge=0 total_energy_ev=-125944.55869
C -1.15965 -2.84532 0.08947 -0.305
C 0.00579 -2.01835 0.65303 1.967
C 1.33483 -2.34247 -0.10398 -1.861
C 1.29631 -1.88188 -1.59143 0.535
C 1.12139 -0.33758 -1.54008 0.704
C -0.08971 0.11090 -0.71733 2.686
N -0.19209 -0.58448 0.52185 0.642
O -1.36394 -0.26544 1.19353 1.729
C 0.12785 1.65195 -0.49027 -0.804
C -1.44760 -0.06875 -1.53726 0.224
C 0.26176 -2.40928 2.13907 -0.741
H -2.08134 -2.29471 0.33177 -0.646
H -1.26953 -3.81705 0.54591 1.086
H -1.03361 -3.00581 -0.99522 -1.269
H 2.11439 -1.74998 0.34907 0.045
H 1.30953 -3.42770 -0.02647 0.866
H 0.38661 -2.24338 -2.04858 -0.911
H 2.19531 -2.25098 -2.08538 -0.146
H 0.99910 0.02869 -2.58234 -0.458
H 1.97931 0.21417 -1.21011 -0.592
H -0.56453 2.15352 0.17507 0.526
H 1.14063 1.86274 -0.14696 -0.053
H 0.15875 2.13390 -1.51068 -0.328
H -2.29393 -0.27261 -0.91613 -0.447
H -1.73754 0.89736 -2.02694 -0.587
H -1.44473 -0.75455 -2.41478 -0.694
H 0.45914 -3.46198 2.34479 0.588
H -0.63006 -2.16100 2.75160 -0.578
H 1.13410 -1.86795 2.53052 -0.466
H -1.21963 0.54635 1.66400 -0.714
C -3.32904 -2.31168 7.51759 -1.655
C -1.93453 -2.87610 7.64668 2.030
C -1.27713 -2.89838 6.26244 -0.407
C -0.73961 -1.55896 5.77830 2.052
C 0.17550 -0.96294 6.78809 -1.497
C -0.42914 -0.89225 8.15409 2.401
N -1.04030 -2.16044 8.57576 0.093
O -1.70586 -1.96706 9.80109 -0.512
C 0.67611 -0.60820 9.15719 -2.199
C -1.41351 0.28403 8.10180 -1.875
C -1.95481 -4.34505 8.11626 -2.219
H -3.91999 -3.02169 6.93718 0.344
H -3.39203 -1.41230 6.89274 0.307
H -3.85001 -2.13194 8.45296 0.494
H -0.43677 -3.56200 6.23457 0.667
H -1.93418 -3.39292 5.54517 -1.316
H -1.47524 -0.82705 5.51906 -0.642
H -0.27370 -1.70857 4.82005 -0.346
H 0.44953 0.05943 6.49727 0.141
H 1.08020 -1.55813 6.81654 0.205
H 1.20590 0.31553 8.93651 0.362
H 0.26324 -0.47561 10.15842 0.442
H 1.40060 -1.44358 9.25931 0.389
H -0.84610 1.17370 7.81118 0.466
H -2.15441 0.22122 7.33148 0.372
H -1.91338 0.59833 9.01122 0.371
H -2.45705 -5.03970 7.45617 0.314
H -2.56930 -4.39275 9.00897 0.455
H -0.98714 -4.78043 8.23200 0.440
H -2.48034 -1.41740 9.68426 0.352
C 1.30839 7.84456 -2.95582 -1.450
C 2.84866 7.28884 -2.72891 1.390
C 3.34717 7.89447 -1.40870 -1.183
C 2.72516 7.29032 -0.15832 -0.715
C 2.94022 5.77862 -0.26281 -1.293
C 2.33856 5.08970 -1.53066 2.219
N 2.88608 5.83508 -2.62979 -0.008
O 2.50454 5.18712 -3.82787 -0.428
C 2.88427 3.66288 -1.47899 -0.524
C 0.76112 5.03740 -1.38545 -1.280
C 3.74813 7.76697 -3.90854 -1.908
H 0.72662 7.25598 -3.69138 0.300
H 1.30545 8.92704 -3.12560 0.440
H 0.79986 7.71846 -2.01507 0.376
H 4.43818 7.79452 -1.42504 0.439
H 3.23881 9.00444 -1.37282 0.419
H 1.64957 7.46160 -0.15238 0.278
H 3.06591 7.73003 0.79793 0.427
H 2.49382 5.22801 0.59133 0.167
H 4.01414 5.57716 -0.13800 0.531
H 2.68330 3.19898 -0.51805 -0.337
H 2.46818 3.04766 -2.27924 -0.766
H 3.98390 3.64941 -1.59938 0.866
H 0.33956 5.99072 -1.05330 0.379
H 0.18688 4.87518 -2.30995 -0.105
H 0.46263 4.29882 -0.64512 0.203
H 3.72778 8.85992 -3.77204 0.397
H 3.46667 7.50077 -4.92013 0.297
H 4.74143 7.34208 -3.74858 0.463
H 1.61642 5.52144 -4.05820 0.416
C -0.07569 1.86400 -7.21233 -1.908
C 0.07151 1.28509 -5.77770 1.319
C -1.35208 0.96182 -5.19232 -0.058
C -1.88707 -0.37101 -5.71772 -1.394
C -0.80161 -1.46439 -5.40652 -0.070
C 0.53565 -1.21594 -6.09433 1.597
N 0.96882 0.13837 -5.59522 1.434
O 2.23877 0.39817 -6.13488 -0.506
C 1.53084 -2.21931 -5.52627 -2.004
C 0.50876 -1.38141 -7.60958 -1.760
C 0.60127 2.48447 -4.93202 -1.369
H -0.49086 1.07119 -7.83370 0.343
H 0.93847 2.19930 -7.59321 0.373
H -0.72396 2.75033 -7.16102 0.424
H -1.30134 1.01897 -4.11571 -0.584
H -2.06345 1.70109 -5.52677 0.683
H -2.13758 -0.29892 -6.80887 0.592
H -2.85181 -0.63475 -5.25650 0.340
H -1.27295 -2.39685 -5.81763 0.650
H -0.63105 -1.68961 -4.34195 -1.193
H 2.54181 -2.06680 -5.86959 0.564
H 1.61181 -2.14661 -4.41823 -0.173
H 1.26042 -3.24450 -5.65201 0.652
H 0.44923 -2.48925 -7.70012 0.482
H -0.33111 -0.93340 -8.08823 0.457
H 1.40104 -1.08955 -8.16875 0.278
H 0.85566 2.24115 -3.91936 -0.317
H -0.27267 3.17414 -4.87345 -0.015
H 1.40296 3.03952 -5.38568 0.850
H 2.17706 0.41149 -7.09482 0.266
C -2.31521 5.79559 -4.32954 -1.265
C -3.03984 5.12766 -3.16160 0.389
C -2.69746 3.65404 -3.02200 1.443
O -2.68468 5.89363 -1.99583 -0.536
H -2.79649 5.48306 -5.26107 0.389
H -1.26056 5.53951 -4.30087 -0.021
H -2.45495 6.86273 -4.14671 0.429
H -4.12082 5.21697 -3.27777 0.461
H -3.08928 3.27572 -2.11749 -1.095
H -1.64832 3.49848 -3.08210 -0.656
H -3.08287 3.02210 -3.84926 0.221
H -2.86222 5.32211 -1.23812 0.322
C -3.56461 -0.97410 3.88250 -0.228
C -4.09707 -0.10319 2.77828 2.677
C -4.73491 -0.78982 1.60240 -0.090
O -5.05436 0.81903 3.44353 -0.710
H -4.28564 -1.78812 4.06847 0.218
H -3.48519 -0.41511 4.82923 0.467
H -2.57897 -1.34830 3.71786 -0.759
H -3.27859 0.54876 2.45717 -1.676
H -3.91532 -1.30235 1.07013 -0.670
H -5.13747 -0.04598 0.86149 0.120
H -5.55595 -1.51641 1.82811 0.437
H -5.83622 0.33931 3.66848 0.362
C 3.16886 0.64696 3.00223 -0.640
C 2.97188 1.25259 1.61084 0.954
O 4.20228 1.61824 1.04273 -0.760
O 4.13240 -0.40298 2.95490 -0.427
H 2.19808 0.30182 3.37450 -0.065
H 3.52266 1.43049 3.65809 0.321
H 2.33090 2.14394 1.64648 -0.230
H 2.38311 0.46576 1.07340 0.013
H 4.37587 1.07607 0.25115 0.499
H 4.87676 -0.10206 2.47401 0.379
C -1.61845 -5.11726 -3.31587 0.022
C -3.19930 -5.16447 -3.06464 -0.894
O -3.63130 -4.06322 -2.26735 -0.640
O -0.95655 -5.28491 -2.12440 -0.468
H -1.44478 -4.20127 -3.93542 -0.240
H -1.39208 -5.99797 -3.90343 0.698
H -3.40721 -6.12849 -2.65356 0.376
H -3.67324 -5.17456 -4.03223 0.514
H -3.09301 -4.07813 -1.45032 0.212
H -0.15843 -5.80498 -2.26067 0.219
C -4.84979 -1.00620 -2.27178 -0.028
C -5.22067 0.44987 -2.73623 0.004
O -5.83320 1.25735 -1.74045 -0.466
O -3.99044 -1.49138 -3.25234 -0.299
H -5.77611 -1.61976 -2.17030 0.576
H -4.33804 -0.86829 -1.33206 -0.230
H -5.85345 0.44268 -3.63952 0.373
H -4.23933 0.86008 -2.95502 -0.430
H -6.67550 0.84063 -1.47811 0.287
H -3.91704 -2.42689 -2.94204 0.387
C 5.42115 -2.28948 0.47752 0.949
C 4.65911 -3.08406 -0.60072 1.914
O 5.32735 -4.24637 -0.94733 -0.567
O 6.81385 -2.32048 0.16523 -0.694
H 5.24722 -2.75312 1.45222 0.087
H 5.04807 -1.22997 0.48250 -0.409
H 4.53276 -2.51378 -1.52198 -1.028
H 3.62215 -3.32689 -0.31041 -0.673
H 6.23481 -4.27750 -0.67098 0.362
H 7.27162 -1.67855 0.72586 0.368
C -5.20254 3.41004 1.36467 -0.524
C -4.35383 3.70038 0.18977 0.319
O -3.49399 4.82343 0.50456 -0.696
O -4.35676 3.11505 2.46172 -0.525
H -5.88153 2.63084 1.08666 0.279
H -5.84680 4.25417 1.62285 0.331
H -4.85862 3.98909 -0.74140 0.452
H -3.76503 2.83173 -0.06091 -0.341
H -2.85494 4.59218 1.18059 0.288
H -4.79583 2.49180 3.07139 0.254
C 3.91439 -3.83701 3.94944 -0.457
C 2.72874 -3.36495 4.79784 -0.120
O 1.71077 -4.32520 4.96403 -0.648
O 3.35360 -4.22433 2.72517 -0.453
H 4.45217 -4.64662 4.41879 0.423
H 4.57638 -2.94028 3.86136 0.159
H 2.34080 -2.47039 4.27738 -0.190
H 3.01311 -3.10552 5.80547 0.671
H 1.51309 -4.62173 4.03430 0.342
H 4.05654 -4.62932 2.24736 0.211
C -2.91443 -5.31273 3.27006 0.107
C -3.96318 -4.46235 2.53867 0.667
O -5.07767 -4.02845 3.33393 -0.506
O -3.44771 -6.55893 3.68171 -0.588
H -2.57304 -4.74408 4.15781 -0.357
H -2.00807 -5.48511 2.66691 0.357
H -4.30699 -5.00601 1.61727 0.228
H -3.49447 -3.52900 2.20513 -0.442
H -5.40283 -4.71203 3.91633 0.287
H -3.38790 -7.20671 2.96149 0.364
C 3.96370 -5.57808 -3.77205 -0.441
C 2.74436 -5.46091 -2.85465 0.421
O 1.98343 -6.67267 -2.81561 -0.681
O 3.49189 -5.74258 -5.03497 -0.510
H 4.49034 -6.45955 -3.41132 0.413
H 4.60687 -4.68105 -3.62907 0.185
H 2.11302 -4.64226 -3.21193 -0.151
H 2.97576 -5.35478 -1.80369 0.127
H 1.82832 -6.92405 -3.72379 0.386
H 4.22811 -5.93639 -5.62801 0.304
C 4.62045 -0.39465 -3.92530 0.267
C 4.48239 0.79402 -2.95144 -0.228
O 4.66228 0.33524 -1.62534 -0.627
O 5.99621 -0.88471 -3.71955 -0.632
H 4.49125 -0.14860 -4.95690 0.454
H 3.92197 -1.24882 -3.69164 -0.309
H 3.45487 1.16962 -3.03967 -0.237
H 5.23291 1.52639 -3.26021 0.474
H 5.45870 -0.21204 -1.61118 0.321
H 6.01306 -1.79171 -4.01253 0.343
C -0.64961 1.88984 4.15689 0.187
C 0.64423 2.65215 4.27580 -0.048
O 0.28169 4.03840 4.38239 -0.631
O -1.14003 2.09547 2.84265 -0.179
H -1.37610 2.16824 4.90856 0.496
H -0.49462 0.81202 4.24164 -0.711
H 1.15782 2.44090 3.33058 -0.327
H 1.23543 2.39195 5.14719 0.441
H 0.87601 4.67970 3.97494 0.340
H -1.30078 3.06170 2.75336 0.116